(1)
Computed, not measured: a 10-piece molecular cluster, C10H40N12O12 overall, with ωB97M-V with the def2-TZVPD basis set.

XYZ file:
```
74
C10H40N12O12 | the OMol25 dataset | ωB97M-V with the def2-TZVPD basis set
O -3.29990 -26.60868 6.13015
H -5.58163 -20.96037 4.74201
H -0.21040 -21.08438 5.02462
H -4.00396 -17.19304 8.13603
O -5.91818 -19.06531 5.53427
H -9.40468 -27.04768 9.37756
H -6.03760 -25.85411 5.18932
C -7.10268 -19.84144 3.63934
H -5.76775 -19.87495 7.66568
H -1.28560 -20.53523 8.01161
H -3.27468 -23.19383 3.93905
H -3.50628 -22.62515 11.84647
N -4.50341 -18.05613 7.97563
H -4.14768 -22.90663 5.86677
C -4.34824 -18.96368 8.87272
O -8.07480 -26.57404 7.35141
H -6.98221 -22.69554 6.68823
O -3.87326 -25.36969 3.40303
C -4.32917 -22.86625 10.01570
H -8.50637 -24.72383 3.51630
C -2.96600 -24.71049 2.85519
O -4.92043 -23.35654 6.20832
H -6.37904 -25.55893 9.74687
N -3.37821 -22.59683 10.84502
H -5.80724 -25.66242 8.14284
H -7.35745 -26.87471 5.10182
N -6.54713 -25.86605 8.79950
C -7.81629 -24.74416 4.35979
H -2.48769 -22.27309 10.49532
C -8.27973 -22.25804 8.14920
H -7.99857 -26.63528 10.33355
O -7.38000 -18.51019 3.16906
H -9.84316 -21.85399 9.24139
C -1.73358 -21.39982 6.27956
H -0.09313 -20.38455 6.61199
N -2.05117 -25.19295 2.07447
O -7.46002 -22.09611 8.98603
O -3.36544 -18.98442 9.61711
N -2.84135 -23.49644 3.07840
H -10.27350 -22.15260 7.64711
H -4.82838 -23.30309 7.15958
H -8.68488 -22.76068 6.19559
H -2.10290 -22.88735 2.75620
N -5.05067 -19.98004 8.36914
N -8.51285 -26.58193 9.46592
N -7.96790 -22.60799 6.89038
C -7.72858 -26.28137 8.47098
H -6.87169 -18.98767 5.61417
H -1.31644 -24.69545 1.59200
O -6.46957 -26.61763 3.36923
N -1.98367 -21.07243 7.51743
H -5.87792 -26.01871 2.90786
O -4.15293 -22.63864 8.80367
H -5.56397 -23.42564 11.48535
H -3.48601 -27.22367 5.42067
C -5.83073 -19.94690 4.42747
H -4.99482 -19.50719 3.88341
H -6.21098 -23.38225 9.80577
C -6.92934 -26.01647 4.58389
H -2.84670 -21.42896 7.90234
H -3.39150 -25.74450 5.72886
H -7.04100 -20.53981 2.80474
H -7.97418 -20.25141 4.14976
H -2.16078 -26.15916 1.80148
O -6.90886 -23.67234 4.12465
N -0.50927 -21.06201 5.98913
N -9.56839 -22.26627 8.36126
N -5.47496 -23.28022 10.48984
H -4.99968 -18.15843 7.10194
H -6.24963 -23.71187 4.82139
H -6.67118 -18.17150 2.61728
H -8.33805 -24.51573 5.28913
O -2.44141 -22.09234 5.58414
H -4.77074 -20.87879 8.73520
```

Output
Structure (SMILES) ... NC(N)=O.NC(N)=O.NC(N)=O.NC(N)=O.NC(N)=O.NC(N)=O.OCCO.OCCO.O.O
HOMO level ... -8.51 eV
ΔE to the lowest compared entry with this formula, charge and spin ... 0.0 kJ/mol
Kohn-Sham gap ... 8.8920 eV
Energy ... -1965.102202 Ha

=====

(2)
Computed, not measured: a 10-piece molecular cluster, C10H40N20O10 overall, with ωB97M-V with the def2-TZVPD basis set.

XYZ file:
```
80
C10H40N20O10 | the OMol25 dataset | ωB97M-V with the def2-TZVPD basis set
N 13.82521 19.94090 1.54662
H 15.10304 24.99568 2.53088
O 10.10122 26.02289 0.61063
C 15.03239 26.06326 0.91766
O 3.35876 23.28029 -3.06435
N 6.69199 20.96328 -2.79947
H 12.17600 28.48656 -2.27726
N 14.54617 21.90921 0.77562
H 12.26286 24.85376 0.90163
N 11.63239 24.30752 0.33368
H 12.26463 27.15414 -1.06347
H 5.62218 27.88411 1.13327
H 11.81813 23.35564 0.07133
H 9.84033 23.22452 -0.89165
N 8.63412 20.50842 -1.81600
C 11.78313 21.74034 -1.79992
O 11.09289 21.56888 -0.75784
H 13.94549 22.39148 1.41967
H 7.78817 26.96194 4.80890
C 4.12797 24.07379 -2.52152
N 11.46823 28.41220 0.74577
O 9.14525 22.59373 -3.59649
H 8.52167 27.82938 -0.93126
H 15.29205 22.41651 0.33114
H 14.84287 27.27083 -0.55080
N 5.36128 23.71589 -2.10213
H 3.06850 25.78234 -2.85642
C 10.41362 24.89396 0.18963
H 5.65142 22.96191 -2.71016
O 14.49773 25.09051 0.36197
H 8.21446 22.93889 -5.89851
C 8.88129 28.17792 3.59708
H 8.67746 24.51649 -0.73436
H 6.09341 24.40015 -1.96185
H 16.26396 26.34988 2.54166
N 8.00490 27.92399 4.63429
N 12.35390 22.95330 -1.87877
H 12.10126 23.65366 -1.16110
H 4.56884 25.95275 -1.95172
N 5.93035 26.99536 0.77552
O 6.65716 26.11646 -1.19897
N 15.35264 27.21567 0.31805
C 6.78693 26.89276 -0.27332
H 8.05777 28.63538 5.34674
O 6.69634 20.35662 -0.59171
H 12.63618 23.26663 -2.79413
H 8.84479 21.17234 -2.55913
H 11.13814 29.14487 1.36305
N 7.84614 27.75296 -0.19256
H 11.13331 27.45470 0.71985
H 8.99172 24.46127 -5.93171
H 9.96016 24.82426 -2.85476
C 14.49360 20.57881 0.57358
N 9.45321 24.83820 -3.72596
H 11.41281 20.13905 -3.02737
H 13.95523 18.94060 1.53026
N 12.00816 20.92170 -2.81336
N 8.43087 23.79865 -5.41823
H 9.15244 25.72671 -4.08724
C 7.28310 20.68451 -1.61118
N 15.46356 25.86422 2.17507
N 3.93998 25.40926 -2.52136
H 9.53694 27.01973 2.01464
H 5.69770 21.04152 -2.92684
H 13.07023 20.25212 2.13051
H 8.61759 26.25997 3.32858
C 11.75841 29.00507 -0.41134
N 9.59315 24.14001 -0.53476
H 7.71452 28.49484 0.47631
C 8.98107 23.66098 -4.18079
N 9.15378 27.01619 2.95139
H 7.34861 21.14019 -3.53800
O 15.16544 20.06158 -0.31005
N 12.12567 28.10832 -1.34560
H 15.71129 27.98857 0.84941
O 11.65843 30.21216 -0.63298
H 9.29125 20.52324 -1.05067
O 9.12513 29.29196 3.17485
H 5.22420 26.27834 0.68447
H 12.68882 21.23296 -3.48440
```

Output
Structure (SMILES) ... NC(N)=O.NC(N)=O.NC(N)=O.NC(N)=O.NC(N)=O.NC(N)=O.NC(N)=O.NC(N)=O.NC(N)=O.NC(N)=O
HOMO level ... -9.05 eV
ΔE to the lowest compared entry with this formula, charge and spin ... 266.1 kJ/mol
Kohn-Sham gap ... 8.9376 eV
Energy ... -2252.917603 Ha

=====

(3)
Computed, not measured: a 10-piece molecular cluster, C10H40O12 overall, with ωB97M-V with the def2-TZVPD basis set.

XYZ file:
```
62
C10H40O12 | the OMol25 dataset | ωB97M-V with the def2-TZVPD basis set
H 3.59004 9.30114 11.17794
H 5.40219 10.33443 7.68455
H 11.58718 8.59622 10.73289
C 9.44967 8.62889 10.81443
H 8.17940 6.77138 6.59149
O 6.91254 10.40849 9.16059
H 5.82254 8.11292 6.17889
H 7.40767 3.95317 11.32539
O 4.79364 10.51231 12.35102
H 6.29440 11.41676 12.05943
H 8.68936 7.94531 11.33634
H 11.19824 10.79438 13.07442
C 10.79522 7.95866 11.11074
O 11.07819 8.37938 7.35646
H 9.83032 6.34397 13.34408
C 8.27900 6.11297 14.56250
O 10.98466 7.60550 12.50430
H 7.99477 9.00849 8.16534
H 12.81469 9.38938 14.93326
C 4.54232 9.87272 11.09474
H 6.89306 11.09685 7.18143
O 12.14286 9.41788 14.19673
H 5.84858 11.95042 8.34281
H 6.70513 13.44239 12.12211
H 13.02054 10.50904 12.66959
H 10.77641 7.09815 10.50086
H 4.44142 10.63656 10.33771
H 10.02740 9.26391 14.84176
C 12.23028 10.63855 13.45746
O 7.09646 11.58058 11.51593
H 10.26589 10.81901 15.70175
H 4.67153 7.10678 8.29343
H 8.32012 5.49441 15.42216
C 7.51447 12.94431 11.63308
H 9.04347 9.70755 16.13276
H 7.65324 6.77477 8.22091
H 11.25946 7.49961 7.57293
H 5.27498 9.14079 10.79225
H 7.27072 6.00939 14.12933
H 4.92057 9.82863 12.98479
C 9.50174 10.17899 15.29874
O 9.32255 5.60919 13.71678
H 7.65592 13.44228 10.61677
O 8.65428 10.82098 14.39488
O 7.34807 4.93448 11.53396
H 8.88343 10.53857 13.54077
C 7.58025 7.31469 7.27497
H 12.54368 11.51938 14.03179
H 11.51697 8.21928 13.02934
H 6.79666 10.98510 9.96404
O 9.40214 9.99907 11.38420
H 9.40442 8.70457 9.69348
H 5.74779 6.30905 6.62142
H 8.42831 10.24925 11.22120
O 8.19443 8.54984 7.35665
H 7.90704 5.05138 12.32346
H 8.47162 12.99980 12.14991
C 6.06919 7.33428 6.91606
H 8.34601 7.17162 14.76093
O 5.42016 7.71667 8.09401
H 10.14147 8.57559 7.41307
C 6.22814 10.97450 8.01160
```

Output
Structure (SMILES) ... OCCO.OCCO.CO.CO.CO.CO.CO.CO.O.O
HOMO level ... -9.90 eV
Kohn-Sham gap ... 10.4190 eV
Energy ... -1307.721928 Ha

=====

(4)
Computed, not measured: a 10-piece molecular cluster, C10H41NO10 overall, with ωB97M-V with the def2-TZVPD basis set.

XYZ file:
```
62
C10H41NO10 | the OMol25 dataset | ωB97M-V with the def2-TZVPD basis set
O 0.54170 -3.64261 0.68952
H -1.17937 -2.57886 0.22650
H -1.72695 0.21569 1.50905
H 0.18392 0.38632 -0.27579
O -0.01686 -0.60511 -3.25496
N 2.82066 -2.22324 3.23586
H -2.79979 1.30199 -5.54404
H -0.33873 2.17842 -5.50874
H 0.32118 -3.13332 2.71552
H -1.39064 -3.98696 1.26879
H 2.68301 0.62728 -0.81801
O -2.47478 -1.26110 2.80352
C 2.63211 -4.57538 2.94341
C 0.95590 -2.88513 1.86329
H -3.27295 1.18293 3.19891
H 1.70904 2.94747 3.07068
H -2.74645 -1.69387 1.99119
H -0.47253 3.69291 -4.69351
H 2.03081 -4.69024 3.84654
H 2.32585 -5.39727 2.29563
H 2.67018 4.19579 2.26853
H 0.76969 -1.84229 1.59897
O 2.02567 0.12137 -0.33517
H -2.28693 0.74104 -0.90730
O -0.64466 0.58676 -0.72318
H 3.10591 -3.09123 1.41215
H 0.12502 -0.76017 -4.19182
H -0.44269 0.50150 -1.65913
O 2.61322 0.81751 2.30811
H -2.96993 3.72074 -5.20237
H 2.02995 -0.74266 -0.75376
C 2.41557 -3.19174 2.25274
H 3.87327 2.01362 1.14773
H 2.24050 0.51531 1.47355
H -1.23476 2.25889 -3.96476
C -0.83398 -3.59781 0.41333
H -3.07437 -0.83647 -3.99520
H 3.63916 -4.72528 3.33299
H -3.33521 1.72857 -0.41667
O -1.50578 3.04485 0.12559
H -0.88752 3.63468 -0.30874
H -1.70903 1.97385 2.99428
C -1.67402 -0.11720 2.54565
O -3.22905 0.94010 -0.95246
H -1.70714 -0.21401 -4.22052
H -1.95939 0.95518 4.40296
O -2.60229 -0.22922 -4.56796
H 1.67589 3.17269 1.40733
H -1.09703 -4.27238 -0.40095
C -2.24170 3.13812 -5.77066
H -0.66042 -0.24867 2.92762
O -2.81642 1.92305 -6.28083
C 3.36185 2.01595 2.11106
H 0.17038 -1.45008 -2.83982
H 3.79831 -2.31825 3.47104
H -1.21344 2.16021 -0.12154
H 4.05374 2.13565 2.94472
H 2.66454 -1.30528 2.84147
C -2.19939 1.06500 3.34535
C -1.02213 2.77337 -4.90133
C 2.38532 3.14354 2.23812
H -2.05605 3.80544 -6.61250
```

Output
Structure (SMILES) ... COC[C@H](C)N.CCO.CCO.CCO.O.O.O.O.O.O
HOMO level ... -9.18 eV
ΔE to the lowest compared entry with this formula, charge and spin ... 0.0 kJ/mol
Kohn-Sham gap ... 8.4135 eV
Energy ... -1212.672120 Ha

=====

(5)
Computed, not measured: a 11-piece molecular cluster, C10H42N8O14 overall, with ωB97M-V with the def2-TZVPD basis set.

XYZ file:
```
74
C10H42N8O14 | the OMol25 dataset | ωB97M-V with the def2-TZVPD basis set
C 1.59010 0.04830 -3.56256
H -2.90147 0.52740 -3.89497
H -0.58083 -4.29917 1.62979
H -5.48199 2.33846 -2.32492
H 1.86719 0.72967 -1.63605
H 3.07565 3.28910 0.90528
N 1.93928 -3.27324 3.51364
H 1.01860 -0.77301 -1.82840
H -4.04938 -2.59743 1.11972
N 1.22275 -1.35379 4.46041
O 3.89893 1.60770 2.88033
C 1.66024 -2.63579 4.66213
H -0.20230 4.58438 -4.21645
C 2.96929 -3.00979 0.17563
N 1.50984 0.00494 -2.23305
N 0.86830 -0.93712 -4.17954
H -0.67982 0.30036 1.66503
H 4.40302 2.40792 2.68774
H -2.61370 0.34594 -1.16708
H -4.61849 0.41344 -1.29319
H 1.08570 -0.76956 5.26430
H -0.83625 -2.56489 1.11670
H 2.45824 -1.06601 0.47006
O -0.58984 -0.25552 0.86564
H -0.05506 2.45960 -3.28685
O -0.50755 -2.28667 -1.89322
C -0.45341 3.23153 -2.62459
H 4.43775 -1.89929 1.14527
H -0.53767 0.37421 0.13403
O -0.91411 0.92008 3.30784
C 0.01668 4.57990 -3.14916
H -2.53221 -1.65823 0.85032
C 2.46994 2.40973 1.14977
H -0.62400 1.01246 4.22265
H -3.45752 -0.97934 -3.28653
N 4.24228 -2.70620 0.58315
O -3.02920 -4.61583 1.85984
H -1.24384 1.79646 3.07002
C -3.24516 0.05073 -2.97581
H -1.08117 -1.51912 -1.71274
C -4.51591 0.62607 -2.36226
H 1.44238 2.70970 0.92508
H 1.07635 4.76427 -2.97545
H 2.22128 -4.23601 3.50304
O -3.63055 0.62050 0.97417
H 1.74663 1.34862 2.81060
H -5.42657 0.22091 -2.81545
H 3.75518 1.36369 0.16393
N -1.09313 -3.43889 1.54182
O -2.22926 -0.00207 -1.98089
H -0.26100 5.77787 -1.66240
H -0.44370 2.80423 -0.65121
O 2.64990 -4.11763 -0.23212
H -1.53964 3.23191 -2.53207
H -3.69827 1.58086 1.03208
O 1.81729 -3.15303 5.76745
H 1.26305 -2.18674 -0.15700
H -1.10973 -3.00591 -2.11417
H 4.83484 -3.51605 0.67344
H 1.31383 -0.91980 3.56065
H 0.68876 -0.78839 -5.15385
C -2.42596 -3.60782 1.50612
C 2.56950 2.03206 2.59430
O 1.99701 1.06843 -4.14835
N 2.07772 -1.99906 0.42162
N -3.05509 -2.50352 0.99999
O 0.17504 2.98383 -1.35959
O 2.79414 1.36787 0.22976
O -0.65115 5.70654 -2.53885
O -4.58860 2.04480 -2.51783
H -3.10453 0.36614 1.74394
H 0.41193 -1.59129 -3.56006
H 2.11250 -2.73057 2.68544
H 2.32695 2.94619 3.15391
```

Output
Structure (SMILES) ... NC(N)=O.NC(N)=O.NC(N)=O.NC(N)=O.OCCO.OCCO.OCCO.O.O.O.O
HOMO level ... -9.35 eV
ΔE to the lowest compared entry with this formula, charge and spin ... 118.6 kJ/mol
Kohn-Sham gap ... 8.2939 eV
Energy ... -1897.715235 Ha

=====

(6)
Computed, not measured: a 17-piece molecular cluster, C10H43N3O18P overall, with ωB97M-V with the def2-TZVPD basis set.

XYZ file:
```
75
C10H43N3O18P | the OMol25 dataset | ωB97M-V with the def2-TZVPD basis set
O -3.19539 0.32143 -4.99716
C -1.57738 2.74662 -1.51199
H -6.93998 -3.28289 3.18928
H 4.37807 -2.72418 1.77014
H -5.10620 1.97378 -0.50362
C 0.44245 0.06900 -0.27312
O 7.85717 -1.51588 4.11201
H 1.07696 -2.02074 0.97014
O -1.09502 -0.10316 -2.94135
H 9.05998 -2.44423 0.84864
O -2.96065 2.56802 2.37041
H -1.97317 -0.53084 -3.23879
H -4.21141 -0.30873 1.28962
H 2.04603 3.22574 -2.42933
H -9.08616 -0.18868 0.51140
H 2.75871 -0.85097 2.77981
H -2.35609 2.23649 -0.78925
H -1.99757 -0.63655 0.35018
H -3.31101 2.87964 3.21847
O 6.63933 -2.74412 1.40161
C 2.46810 1.47379 1.85791
H -3.26072 3.85708 -2.75593
O 3.40413 -3.88898 -2.18657
O -3.58417 -0.68736 1.92381
H 2.44398 -3.75982 -2.20714
H -6.22477 -1.34142 2.07668
C 0.87091 3.30870 -2.41417
O 3.76418 -2.88218 2.50310
H -5.19388 1.99519 1.02071
H 3.61579 -4.21329 -3.07488
H -6.85812 -4.31540 4.31130
O -3.60716 3.86056 -6.22492
C 1.63838 2.27728 0.67415
O -7.35377 -4.09947 3.50713
N -2.12261 -1.12183 -0.58688
C 0.01243 2.45031 -1.32945
H 3.76799 4.48920 2.13555
P -0.72619 -0.90064 -1.43941
H -3.89567 -1.59672 2.04665
H 3.60522 -3.83761 2.47350
O -6.43643 -1.01711 2.96499
H 5.00914 3.62277 2.33694
O 0.06840 -2.43086 -1.82549
H -5.25159 -2.01865 -0.40051
C -2.07378 3.73099 -2.67548
O -6.03199 -1.95145 0.16998
H -7.39658 -0.88796 2.94442
H 6.97305 -3.60709 1.68950
H 0.82712 4.88384 -4.18304
H -3.99203 0.61464 -5.46447
H 9.47177 -1.53149 -1.49202
H 3.18803 1.99376 2.62482
N 0.67785 1.56426 -0.30111
O 4.09017 3.71969 2.62863
O -8.28953 -0.48189 0.97871
C 0.11094 4.26375 -3.45267
H -7.73579 0.31237 1.01852
N -1.33438 4.53256 -3.68937
O 9.14691 -3.24061 1.39388
O 10.16995 -1.84505 -0.89764
H -3.58655 4.75454 -6.59832
C 1.23947 -0.84916 0.87562
H 7.11718 -1.77243 4.68269
H -6.73017 -1.63790 -0.42440
C 2.24936 -0.15213 1.97432
O -5.53065 1.52515 0.24313
H 10.04356 -3.55629 1.20587
H -3.12049 3.94386 -5.39112
H 10.95034 -1.91224 -1.46812
H 1.82844 3.45474 0.62146
H -2.96764 1.60271 2.45475
H -2.64165 1.11569 -4.95735
H 7.20920 -2.10808 1.85961
H 8.54664 -2.16532 4.31658
H 0.98900 -2.20679 -2.20155
```

Output
Net charge ... +1
HOMO level ... -12.06 eV
Kohn-Sham gap ... 7.0187 eV
Energy ... -2266.082346 Ha

=====

Q: energy of number 6 (C10H43N3O18P)?
A: -2266.082346 Ha

=====

Q: Which formula does entry 1 have?
A: C10H40N12O12

=====

Q: What is the formula in the second record?
A: C10H40N20O10